Formula: C39H46ClN8O2SSm
Source: the OMol25 dataset
Level of theory: the ωB97M-V functional and the def2-TZVPD basis

Output
Electronic energy, eV: -98466.29751
⟨S²⟩: 8.767
E_HOMO (alpha / beta), eV: -0.58 / -0.60
Net charge: -2
Orbital gap (alpha / beta), eV: 4.3959 / 4.4156
Spin multiplicity: 6
LUMO (alpha / beta), eV: 3.817 / 3.817

Structure (XYZ):
```
98
Properties=species:S:1:pos:R:3:forces:R:3:lowdin_spin:R:1
Sm 1.6197 -0.4346 0.0556 1.405 -0.472 1.699 5.09
C -3.6451 -1.2074 3.2492 -0.146 -0.168 -2.530 0.00
C -4.6855 -0.5504 3.9030 0.199 0.692 0.392 0.00
C -4.5157 -0.8082 5.2800 -0.171 -0.448 -0.795 0.00
C -3.4918 -1.7508 5.4106 0.567 0.319 0.355 0.00
C -2.9259 -1.9729 4.1474 0.759 -0.736 0.247 0.00
H -3.4576 -1.1771 2.1494 -0.169 -0.086 0.909 0.00
H -5.4259 0.0736 3.4312 -0.127 0.323 -0.003 0.00
H -4.9571 -0.2710 6.0710 -0.854 0.317 0.919 0.00
H -3.1166 -2.1162 6.3484 0.167 -0.197 0.317 0.00
H -2.0849 -2.6167 3.8788 -0.377 0.332 0.359 0.00
C -1.5035 2.2661 2.4445 -0.360 -0.807 -0.281 0.00
N -0.2213 2.3022 3.0987 -0.318 1.103 -0.006 0.00
C -0.1240 2.5900 4.5140 -0.079 -1.022 0.122 0.00
C 1.2347 1.9920 4.8526 1.221 -1.061 0.571 0.00
N 1.7947 1.6028 3.5531 0.123 0.428 1.347 0.00
C 3.1384 1.0942 3.5870 0.228 -0.337 -0.448 0.00
C 0.9656 1.9034 2.5482 -0.393 -0.714 -0.845 0.00
N 1.2602 1.7118 1.2846 0.815 -0.505 0.689 -0.01
C 1.1210 2.7727 0.2999 -1.835 -0.039 1.599 0.00
C 2.0484 2.6154 -0.8715 1.303 2.183 -1.672 0.00
N 2.6720 1.3456 -1.0262 0.114 -0.120 -1.837 -0.01
C 3.8343 1.2163 -1.6987 -1.707 0.311 2.136 0.00
N 4.0262 0.5212 -2.8300 -1.159 -1.324 -1.357 0.00
C 3.0808 -0.4161 -3.4526 1.123 0.075 0.235 0.00
C 5.3380 0.6299 -3.3633 0.491 0.642 -0.039 0.00
C 5.9882 1.6038 -2.3766 1.331 -0.074 -0.091 0.00
N 4.9492 1.9230 -1.4478 0.186 1.094 0.054 0.00
C 5.2455 2.7257 -0.2846 0.358 -0.214 0.193 0.00
H -2.2372 1.6053 2.9600 0.525 0.472 0.154 0.00
H -1.3645 1.7724 1.4908 0.061 0.128 -0.391 0.00
H -1.9285 3.2550 2.2882 -0.052 0.144 -0.009 0.00
H -0.9458 2.1291 5.0622 -0.050 -0.191 -0.081 0.00
H -0.1385 3.6455 4.7677 -0.043 0.393 -0.286 0.00
H 1.3137 1.0436 5.4612 -0.762 1.091 -0.109 0.00
H 1.8566 2.7683 5.3621 -0.077 -0.622 -0.436 0.00
H 3.7801 1.9218 3.8589 0.608 0.162 0.090 0.00
H 3.5005 0.6270 2.6532 -0.444 0.337 0.080 0.00
H 3.2096 0.3277 4.3757 -0.113 0.184 -0.179 0.00
H 1.2957 3.7454 0.8096 -0.143 -0.265 -0.431 0.00
H 0.0715 2.7408 -0.0393 0.309 0.489 -0.319 0.00
H 2.8661 3.4350 -0.8160 -1.235 -0.818 -0.163 0.00
H 1.3756 2.8629 -1.7424 0.785 0.020 0.284 0.00
H 2.5151 -0.8709 -2.6293 -0.007 -0.172 -0.621 0.00
H 3.6974 -1.1848 -4.0069 -0.734 0.582 0.848 0.00
H 2.4481 0.0770 -4.2045 -0.084 -0.030 0.357 0.00
H 5.2785 1.0182 -4.3834 0.134 0.165 -0.122 0.00
H 5.9213 -0.2905 -3.4136 -0.318 -0.383 0.205 0.00
H 6.4053 2.4978 -2.8612 -0.173 0.012 -0.005 0.00
H 6.8464 1.0979 -1.8865 -0.440 0.228 0.120 0.00
H 4.5658 2.5743 0.5703 -0.083 -0.087 -0.769 0.00
H 5.3451 3.7846 -0.5638 -0.346 -0.029 0.120 0.00
H 6.2298 2.4341 0.0867 0.105 -0.212 0.031 0.00
S 4.1776 -0.6937 0.1219 0.682 -0.908 0.263 -0.04
Cl -1.1663 -4.1422 2.0586 -0.306 0.009 -0.173 0.00
C 0.5345 -4.1705 1.7305 0.554 -0.515 -1.106 0.00
C 1.0843 -5.3846 1.3317 0.742 -0.848 -0.076 0.00
C 2.4888 -5.5226 1.1457 -0.428 0.751 0.264 0.00
C 3.2469 -4.3562 1.3613 -0.343 -0.260 -0.007 0.00
C 2.6744 -3.1399 1.7667 0.664 -2.210 -0.311 0.00
C 1.2939 -2.9659 1.8767 -0.790 -0.651 1.336 0.00
C 0.7346 -1.7499 2.3291 0.540 1.499 -0.696 -0.01
H 0.4651 -6.2997 1.1906 0.227 0.969 0.280 0.00
H 2.9782 -6.5006 0.9512 -0.548 0.818 -0.105 0.00
H 4.3186 -4.3801 1.1760 -0.042 0.023 0.281 0.00
H 3.3563 -2.4042 2.1031 0.305 0.970 -0.195 0.00
H 1.3333 -1.1134 3.0024 -0.251 -0.269 -0.378 0.00
H -0.3068 -1.5086 2.2151 -0.435 -0.324 0.582 0.00
O 0.4208 -2.0617 -1.2432 -2.477 2.369 -0.932 -0.01
C -0.4951 -1.1999 -1.5691 0.834 -0.766 -0.029 0.00
N -1.6835 -1.5244 -2.1442 -0.627 -0.636 -1.054 0.00
C -2.4706 -0.3081 -2.5984 1.034 -0.744 1.825 0.00
C -1.3955 0.7717 -1.9909 -1.755 2.601 -1.454 0.00
O -1.5714 1.9983 -2.1211 0.007 -1.995 0.114 0.00
N -0.3782 0.1844 -1.3975 0.902 -2.320 0.358 0.00
C -3.7624 -0.1352 -1.8359 -1.623 0.789 0.163 0.00
C -4.1187 -0.7859 -0.6460 1.353 -0.802 -0.098 0.00
C -5.3368 -0.5458 -0.0308 -0.675 0.107 0.089 0.00
C -6.2236 0.3736 -0.5845 0.092 -0.330 0.940 0.00
C -5.8238 1.1471 -1.6566 -1.511 0.765 -0.493 0.00
C -4.6776 0.8527 -2.3336 2.027 -0.587 -0.061 0.00
C -2.7450 -0.2393 -4.0956 2.246 -1.153 -0.505 0.00
C -1.7419 0.3289 -4.8958 0.279 0.037 -0.119 0.00
C -1.8410 0.3065 -6.2790 -0.456 0.300 -0.331 0.00
C -2.9473 -0.2923 -6.8968 0.173 0.567 -0.612 0.00
C -3.8337 -1.0468 -6.1362 0.815 0.368 0.600 0.00
C -3.6719 -1.0585 -4.7480 -1.121 0.204 0.655 0.00
H -1.8391 -2.5062 -2.4477 0.057 1.318 0.341 0.00
H -3.4353 -1.5387 -0.1790 -0.541 0.816 -0.515 0.00
H -5.6038 -1.0467 0.9058 0.235 0.006 -0.401 0.00
H -7.2106 0.4805 -0.1353 0.273 0.269 -0.009 0.00
H -6.4758 1.9875 -1.9846 0.499 -0.788 0.052 0.00
H -4.3907 1.4043 -3.2345 -0.158 -0.070 0.410 0.00
H -0.8291 0.7454 -4.4541 -0.598 0.079 0.039 0.00
H -1.0914 0.8175 -6.8948 -0.292 -0.222 0.292 0.00
H -3.1151 -0.0674 -7.9705 0.157 -0.671 0.697 0.00
H -4.6054 -1.6502 -6.5718 -0.319 -0.025 -0.259 0.00
H -4.3899 -1.6451 -4.1461 0.483 0.364 -0.274 0.00
```
Forces are in eV/Å.